# 1
Density functional theory data (ωB97M-V/def2-TZVPD) for a molecular structure, C7H10ClNV in a non-equilibrium geometry.

Output
Expectation value of S² ... 2.0358
E_LUMO (spin up / spin down) ... 3.58 / 3.35 eV
ΔE to the lowest compared entry with this formula, charge and spin ... 0.125 eV
Highest occupied orbital energy (spin up / spin down) ... -0.0973 / -0.1258 Eh
Multiplicity ... 3
Energy ... -47119.7249 eV
Charge ... -1
Kohn-Sham gap (spin up / spin down) ... 6.23 / 6.77 eV

```
20
Properties=species:S:1:pos:R:3:forces:R:3:nbo_charge:R:1
C 2.1409 0.2684 -0.3490 1.53 -0.87 0.59 -0.397
C 1.4260 1.1968 -1.1156 0.15 1.06 -1.16 -0.268
C 0.6311 0.4950 -2.0370 -0.40 -0.24 -0.80 -0.302
C 0.8397 -0.9174 -1.8160 -0.24 0.57 -1.24 -0.289
C 1.7529 -1.0568 -0.7875 2.32 -0.09 -0.59 -0.255
V 0.1454 -0.1425 0.4611 2.09 -3.29 -2.13 0.575
N 0.6938 -1.4167 1.4804 -0.78 0.72 0.95 -0.816
C -0.0789 1.0414 1.9421 -0.51 3.73 2.31 -0.571
C -0.3777 2.0066 0.8359 -2.09 -2.56 3.92 -0.506
H 0.0316 0.9290 -2.8832 0.45 -0.46 1.35 0.215
H 1.5495 2.2975 -1.0893 -0.19 -1.00 0.06 0.217
H 0.4343 -1.7163 -2.4626 0.06 0.54 0.80 0.220
H 2.2086 -1.9998 -0.4516 -0.53 0.79 -0.08 0.242
H 2.9529 0.4894 0.3802 -0.94 -0.21 -0.61 0.229
H 0.3414 2.7472 0.6916 0.75 1.11 -0.60 0.185
H -0.9510 0.6111 2.5596 1.49 0.84 -0.84 0.223
H 0.7542 -1.6027 2.4880 -0.01 -0.03 -0.35 0.327
H -1.4800 2.1808 0.7555 1.22 0.09 -0.62 0.214
H 0.9324 1.2069 2.4665 -1.70 -0.39 -0.54 0.203
Cl -1.8909 -0.6230 -0.0993 -2.65 -0.31 -0.42 -0.447
```
Forces are in eV/Å.

***

# 2
Density functional theory data (ωB97M-V/def2-TZVPD) for 2 unconnected molecules or ions with the total composition C7H10F2N2O in a non-equilibrium geometry.

Output
E_LUMO (spin up / spin down) ... 0.30 / 0.56 eV
ΔE to the lowest compared entry with this formula, charge and spin ... 3.254 eV
Highest occupied orbital energy (spin up / spin down) ... -0.2366 / -0.2978 Eh
Energy ... -17880.2699 eV
Charge ... 0
Kohn-Sham gap (spin up / spin down) ... 6.74 / 8.67 eV

```
22
Properties=species:S:1:pos:R:3:forces:R:3:nbo_charge:R:1
C -2.0463 -0.6034 1.4946 -0.67 -1.72 3.12 -0.057
C -1.3699 -1.2187 0.5283 -1.07 1.17 1.00 -0.113
C -1.4589 0.9622 0.0480 0.21 -1.44 -0.38 0.776
C 0.0787 -2.0396 -1.7036 -1.28 1.84 -0.53 -0.668
C 2.3354 1.9634 0.2039 1.33 0.24 -0.02 -0.748
C -0.1573 -0.6111 -1.3862 1.93 0.42 -1.33 0.046
C 1.6844 0.6347 0.4472 1.53 -1.12 0.40 0.673
N -2.1785 0.7306 1.2293 0.73 -0.08 -1.44 -0.609
N -0.9862 -0.3191 -0.4210 -2.88 1.36 2.79 -0.409
O -1.2235 1.9383 -0.5753 0.12 2.52 -0.62 -0.606
F 0.6574 0.6787 1.2897 -0.01 0.13 0.52 -0.355
F 2.5780 -0.3318 0.9746 -1.06 1.18 -0.85 -0.387
H -2.3466 -1.0055 2.5210 0.32 0.51 -1.96 0.225
H -1.0818 -2.1830 0.4816 0.72 -2.88 -0.01 0.213
H 0.6071 -1.9628 -2.6234 0.51 -1.01 -0.69 0.233
H -0.8968 -2.5097 -1.7671 -0.23 -0.41 -0.60 0.211
H 0.5645 -2.5170 -0.9230 1.49 -1.12 1.25 0.221
H 1.5463 2.7215 0.1377 0.25 -0.14 0.10 0.249
H 3.1426 2.2456 0.9915 -1.50 -0.56 -1.03 0.225
H 2.8610 1.9309 -0.7777 -0.36 0.04 0.68 0.236
H 0.0648 0.1162 -2.1373 -0.17 0.54 -0.02 0.216
H -2.3743 1.3793 1.9671 0.09 0.52 -0.37 0.427
```
Forces are in eV/Å.

***

# 3
Density functional theory data (ωB97M-V/def2-TZVPD) for a gas-phase ion, C7H10F2O2P (charge -1) in a non-equilibrium geometry.

Output
E_LUMO ... 3.53 eV
ΔE to the lowest compared entry with this formula, charge and spin ... 0.504 eV
Highest occupied orbital energy ... -0.1830 Eh
Energy ... -26240.6175 eV
Charge ... -1
SMILES string ... C=C(C)/C=C(/C)[P@@](=O)([O-])C(F)F
Kohn-Sham gap ... 8.50 eV

```
22
Properties=species:S:1:pos:R:3:forces:R:3:nbo_charge:R:1
C 0.1316 1.2459 2.4448 -0.32 -2.79 -1.86 -0.373
C -0.6679 1.1355 1.3987 0.16 2.21 -0.06 -0.003
C -1.4619 2.3556 0.9164 -1.91 -0.70 2.47 -0.626
C -0.9150 -0.0678 0.6885 -4.11 -0.61 0.16 -0.240
C -0.1934 -0.9167 0.0562 4.01 0.08 0.22 -0.307
C -0.7305 -2.0121 -0.6879 1.04 -2.22 -4.28 -0.680
P 1.6774 -0.6971 -0.1558 -1.58 -0.58 -2.07 2.114
O 2.2268 0.5815 0.2934 0.00 1.21 -0.02 -1.130
O 2.3248 -1.9689 0.2176 0.21 -0.97 -0.22 -1.159
C 1.5346 -0.7613 -2.3112 1.30 1.78 0.88 0.246
F 2.6797 -0.1386 -2.8651 -0.38 -0.77 0.65 -0.397
F 0.5271 -0.0493 -3.0052 0.14 -1.09 0.98 -0.399
H 0.2049 2.1288 2.9099 0.60 3.15 1.76 0.171
H 0.7662 0.4258 2.6888 0.23 -0.45 0.54 0.208
H -1.4511 2.5728 -0.1572 0.12 -0.15 0.37 0.224
H -2.5246 2.0462 1.2820 1.17 0.81 -1.21 0.195
H -1.2431 3.2396 1.5754 0.11 -0.63 -0.98 0.203
H -2.0045 -0.4194 0.5589 0.88 1.21 0.68 0.163
H -1.6304 -2.5978 -0.5272 -0.09 0.18 1.17 0.214
H 0.1165 -2.7067 -1.0058 -1.14 0.35 0.89 0.235
H -0.9484 -1.5885 -1.6986 -0.05 -0.08 0.34 0.225
H 1.5811 -1.8074 -2.6167 -0.37 0.05 -0.41 0.115
```
Forces are in eV/Å.

***

# 4
Density functional theory data (ωB97M-V/def2-TZVPD) for a molecular structure, C7H10F6KN3O18S6 in a non-equilibrium geometry.

Output
E_LUMO ... 3.19 eV
Highest occupied orbital energy ... -0.1745 Eh
Energy ... -146385.5233 eV
Charge ... -2
Kohn-Sham gap ... 7.94 eV

```
51
Properties=species:S:1:pos:R:3:forces:R:3:nbo_charge:R:1
K -0.5324 -1.2548 -1.8683 0.13 0.19 0.54 0.963
N 3.5985 -3.3757 0.7917 -3.26 2.45 2.80 -1.099
S 3.2108 -4.6327 0.0454 0.19 -4.41 -5.71 2.439
O 2.7789 -4.3978 -1.3383 0.49 -0.23 1.97 -0.943
O 2.6079 -5.7513 0.7091 -0.43 0.71 0.56 -0.927
F 4.6833 -5.1590 -0.1279 1.25 -0.22 -0.25 -0.526
S 2.0293 -2.9130 1.2622 -0.50 3.73 0.04 2.402
O 1.4175 -3.4620 2.4196 0.80 -0.96 0.26 -0.893
O 1.1093 -2.5343 0.2111 1.35 -0.78 0.25 -0.919
F 2.5227 -1.4780 1.8007 0.26 -0.16 -0.07 -0.526
N -2.7927 -3.0098 -1.8019 2.19 -1.44 -8.80 -1.116
S -3.1069 -3.6896 -0.5674 -4.12 -1.27 13.08 2.392
O -2.1261 -4.4721 0.1773 -1.45 -0.41 -1.90 -0.873
O -4.5604 -4.0192 -0.3455 3.80 0.76 -0.73 -0.911
F -2.7768 -2.3129 0.1788 -1.18 1.19 1.58 -0.534
S -2.5287 -4.4389 -2.6387 4.11 -3.61 -3.94 2.320
O -3.6967 -5.1888 -3.0497 0.71 1.14 0.96 -0.889
O -1.2737 -5.2396 -2.3870 -3.73 2.32 0.56 -0.869
F -2.0064 -3.7763 -3.9603 -0.47 1.27 -0.93 -0.507
N -4.1519 1.8323 -2.4204 3.48 0.96 2.34 -0.989
S -3.6987 2.4618 -3.7543 -3.38 3.00 -8.35 2.334
O -2.7645 1.8130 -4.6788 -1.06 0.37 2.15 -0.893
O -3.7459 3.9321 -3.8666 0.88 -2.09 0.87 -0.917
F -5.1694 2.1947 -4.5016 0.89 -0.58 0.42 -0.549
S -2.7102 2.3676 -1.6872 1.76 -3.81 4.83 2.373
O -2.4474 3.7151 -1.4295 -0.47 2.65 -0.76 -0.900
O -1.5490 1.5571 -1.9561 -0.73 -0.04 -1.26 -0.937
F -2.9522 1.9059 -0.1713 -1.35 -0.48 -0.31 -0.511
C 3.7674 3.1748 -0.9068 0.07 1.39 -0.23 -0.103
C 3.7235 2.6395 0.4915 0.19 -0.46 0.42 -0.103
O 2.8772 1.4694 0.3439 0.46 0.61 -0.41 -0.481
C 2.3166 1.5399 -0.9182 -3.73 -5.61 0.32 0.975
O 1.5639 0.6567 -1.3848 2.84 3.11 1.74 -0.594
O 2.6299 2.6305 -1.5025 -0.19 1.33 -1.98 -0.455
H 4.6209 2.8553 -1.5048 0.23 0.26 0.21 0.189
H 3.5747 4.2475 -0.9255 0.72 0.07 -0.14 0.202
H 3.3279 3.3687 1.1985 -0.57 -0.20 -0.01 0.179
H 4.7253 2.4132 0.8566 -0.14 -0.61 -0.02 0.196
C -1.1137 3.0797 3.7191 0.58 -0.99 1.05 -0.650
C 0.1070 2.4970 2.9884 -1.37 -0.88 -0.40 0.086
C 0.6404 1.1491 3.4990 1.30 0.28 -1.16 -0.101
O 0.1692 0.1819 2.5920 0.06 -1.15 1.29 -0.469
C -0.2471 0.7140 1.4614 -2.37 -2.16 -1.11 0.990
O -0.6696 -0.0260 0.5696 1.41 3.26 1.78 -0.586
O -0.3467 2.0623 1.6469 0.80 0.98 -0.71 -0.501
H -1.2321 2.3307 4.5022 -1.05 -0.21 -0.04 0.208
H -2.0060 3.1796 3.1013 0.24 -0.01 0.04 0.256
H -0.9391 3.9453 4.3580 0.28 0.52 -0.70 0.207
H 0.9632 3.1709 3.0170 -0.22 0.28 -0.91 0.177
H 0.4866 0.8336 4.5310 -0.19 0.19 -0.17 0.203
H 1.6925 1.2130 3.2211 0.50 -0.25 0.92 0.182
```
Forces are in eV/Å.

***

# 5
Density functional theory data (ωB97M-V/def2-TZVPD) for a molecular structure, C7H10ILaN in a non-equilibrium geometry.

Output
E_LUMO ... 2.84 eV
ΔE to the lowest compared entry with this formula, charge and spin ... 0.000 eV
Highest occupied orbital energy ... -0.1181 Eh
Energy ... -17869.2014 eV
Charge ... -1
Kohn-Sham gap ... 6.06 eV

```
20
Properties=species:S:1:pos:R:3:forces:R:3:lowdin_charge:R:1
C -0.4143 1.0444 -1.4796 1.04 2.88 0.87 -0.215
C 1.0172 1.1894 -1.2365 -1.50 2.52 -0.34 -0.248
C 1.1928 2.0330 -0.0620 -2.10 1.99 -2.73 -0.271
C -0.1279 2.4058 0.4259 0.55 1.40 -3.53 -0.288
C -1.1238 1.7919 -0.4470 2.39 1.69 -1.87 -0.245
La 0.0887 0.0558 0.7303 1.32 -2.47 9.33 1.266
N -1.3694 -1.3964 0.6511 2.25 -0.67 -0.76 -0.360
C -0.3305 -2.3691 0.1369 -1.01 -1.13 -0.17 -0.413
C 1.0878 -1.7484 -0.0775 0.70 -2.51 -1.11 -0.400
H 2.1220 2.2845 0.3915 0.49 0.06 0.34 0.086
H 1.7964 0.7363 -1.8025 0.34 -0.21 -0.25 0.078
H -0.3353 2.9752 1.3023 -0.10 0.15 0.48 0.079
H -2.1793 1.8440 -0.3262 -0.53 -0.04 0.13 0.085
H -0.8633 0.4512 -2.2393 -0.24 -0.38 -0.35 0.085
H 1.4200 -1.7741 -1.0878 0.43 -0.60 -0.71 -0.005
H -0.2823 -3.1968 0.8598 0.12 -0.06 -0.29 0.076
H -2.2640 -1.6169 0.6616 -4.81 -2.30 -0.30 -0.058
H 1.8134 -2.0633 0.6604 0.28 -0.36 0.04 0.009
H -0.7072 -2.7465 -0.8226 0.32 -0.25 0.08 0.076
I -0.5408 0.1000 3.7610 0.05 0.27 1.14 -0.337
```
Forces are in eV/Å.

***

# 6
Density functional theory data (ωB97M-V/def2-TZVPD) for a molecular structure, C7H10INO3.

Output
E_LUMO ... -0.65 eV
ΔE to the lowest compared entry with this formula, charge and spin ... 0.000 eV
Highest occupied orbital energy ... -0.3467 Eh
Energy ... -23150.3359 eV
Charge ... 0
Kohn-Sham gap ... 8.79 eV

```
22
Properties=species:S:1:pos:R:3:forces:R:3:nbo_charge:R:1
C 2.5701 -1.7354 0.4567 -0.02 0.13 0.07 -0.369
C 2.6686 -0.6959 -0.1285 0.06 -0.14 -0.21 0.298
O 2.7952 0.4255 -0.7973 -0.21 -0.17 0.43 -0.498
C 1.5646 1.0222 -1.1781 -0.14 -0.03 0.17 0.898
O 1.0316 0.6887 -2.1801 0.13 0.17 -0.19 -0.499
N 1.1924 2.0070 -0.2491 0.12 -0.04 -0.39 -0.633
I 0.4215 3.6660 -1.1674 -0.16 0.02 0.01 0.330
C 0.3616 1.4809 0.8570 0.12 0.01 0.24 -0.231
C -1.0400 0.9543 0.4932 -0.05 -0.07 0.17 -0.444
C -1.2243 -0.5606 0.7004 -0.03 -0.09 -0.02 -0.434
C -1.0427 -1.4306 -0.5573 0.06 0.07 -0.07 -0.072
O -2.0789 -2.3938 -0.7204 0.02 0.05 0.11 -0.712
H 2.4720 -2.6388 1.0083 0.04 0.02 -0.05 0.248
H 0.9471 0.6793 1.3216 0.02 0.11 -0.04 0.225
H 0.2939 2.2905 1.5861 0.05 -0.07 -0.08 0.217
H -1.7595 1.4779 1.1294 0.05 0.00 -0.11 0.220
H -1.2860 1.2218 -0.5403 0.02 0.02 0.09 0.221
H -2.2339 -0.7570 1.0780 0.09 0.07 -0.06 0.214
H -0.5416 -0.9040 1.4852 -0.13 0.01 0.01 0.207
H -0.1169 -2.0058 -0.5026 -0.08 0.06 -0.07 0.190
H -0.9814 -0.7911 -1.4461 0.00 -0.06 0.04 0.166
H -2.9146 -1.9199 -0.7883 0.03 -0.06 -0.04 0.458
```
Forces are in eV/Å.

***

# 7
Density functional theory data (ωB97M-V/def2-TZVPD) for C7H10N2 in the gas phase in a non-equilibrium geometry.

Output
E_LUMO ... 0.78 eV
ΔE to the lowest compared entry with this formula, charge and spin ... 5.685 eV
Highest occupied orbital energy ... -0.3416 Eh
Energy ... -10395.9265 eV
Charge ... 0
SMILES string ... [H]/N=C(\N)[C@@]1(C)C[C@@H]1C#C
Kohn-Sham gap ... 10.08 eV

```
19
Properties=species:S:1:pos:R:3:forces:R:3:nbo_charge:R:1
H 2.9263 1.7336 -0.0002 -1.33 0.81 0.16 0.316
N 1.8949 1.7755 0.2306 0.75 -1.88 -0.29 -0.725
C 1.4891 0.5720 -0.0942 0.60 3.39 0.94 0.433
N 2.1796 -0.2469 -0.8730 4.07 -1.51 -1.83 -0.804
C 0.2117 0.0258 0.2540 -3.29 -2.54 0.17 -0.116
C -0.1071 -1.5231 -0.1088 -1.67 3.38 5.42 -0.593
C -0.5147 0.7247 1.3688 -2.81 -1.89 0.25 -0.391
C -0.9655 0.9487 -0.0573 -1.33 2.22 -1.88 -0.292
C -2.3548 0.3943 -0.4538 -2.84 -3.09 1.50 -0.001
C -3.4457 -0.3116 -0.3711 3.89 0.14 -2.80 -0.316
H 2.2279 -1.2130 -0.5097 0.21 0.76 -0.79 0.392
H 3.1167 0.1833 -1.2043 -2.06 -1.43 0.86 0.385
H 0.0889 -1.5906 -1.0842 0.37 -0.85 -3.86 0.209
H 0.5321 -2.1381 0.5240 -0.28 -0.37 -0.10 0.200
H -1.2253 -1.5438 0.1910 2.04 -0.82 -0.77 0.246
H -1.4542 0.1311 1.8563 3.02 1.44 -0.48 0.243
H 0.1087 1.4535 1.8606 -0.45 0.26 0.32 0.265
H -0.6647 1.9159 -0.6125 -0.63 -1.65 1.14 0.264
H -4.0440 -1.2912 -0.9161 1.74 3.62 2.05 0.286
```
Forces are in eV/Å.

***

# 8
Density functional theory data (ωB97M-V/def2-TZVPD) for C7H10N2O in the gas phase in a non-equilibrium geometry.

Output
Expectation value of S² ... 2.0107
E_LUMO (spin up / spin down) ... 0.72 / -1.83 eV
ΔE to the lowest compared entry with this formula, charge and spin ... 1.146 eV
Highest occupied orbital energy (spin up / spin down) ... -0.1634 / -0.3217 Eh
Multiplicity ... 3
Energy ... -12442.3674 eV
Charge ... 0
Kohn-Sham gap (spin up / spin down) ... 5.17 / 6.92 eV

```
20
Properties=species:S:1:pos:R:3:forces:R:3:nbo_charge:R:1
C 2.5315 1.9782 0.2638 2.00 0.49 3.38 -0.259
C 2.2621 1.8596 -1.0750 -1.34 0.05 -1.60 -0.321
C 1.3745 1.6142 1.0987 3.87 0.99 -6.70 0.521
C -1.7493 1.2143 1.1450 -3.27 -1.50 1.20 -0.393
C -0.9164 0.5021 0.4208 1.79 2.83 -1.80 0.161
C -0.3201 -1.7858 0.8045 0.21 -1.43 -0.83 -0.593
C -1.0775 -0.8400 -0.2041 1.04 -0.83 1.80 -0.470
N 0.9484 1.3662 -1.1710 -2.08 -0.61 0.86 -0.238
N 0.3982 1.3294 0.1047 -4.21 -2.15 -0.70 -0.280
O 1.2788 1.4341 2.2413 -1.23 -0.67 5.47 -0.500
H 3.5648 2.2766 0.6406 -1.88 -0.40 -0.28 0.227
H 2.7822 1.9146 -1.9647 1.30 0.14 -1.21 0.208
H -1.5571 2.1551 1.6217 0.37 0.29 -0.22 0.228
H -2.8052 0.7648 1.4169 2.29 0.75 -0.57 0.204
H -0.8377 -2.0710 1.7556 0.24 0.61 -0.89 0.219
H -0.1569 -2.7487 0.2020 0.15 1.12 1.18 0.204
H 0.6662 -1.2949 1.0447 -0.94 -0.76 -0.17 0.221
H -2.0950 -1.1944 -0.4544 0.47 0.57 0.33 0.234
H -0.4238 -0.9477 -1.0499 -0.10 0.38 -0.86 0.219
H 0.2622 1.4326 -1.9847 1.32 0.15 1.60 0.411
```
Forces are in eV/Å.